(1)
Computed, not measured: a 2-piece molecular cluster, C3H9NO overall, with wB97M-V/def2-TZVPD.

```
14
C3H9NO (wB97M-V/def2-TZVPD)
H -1.429 -0.842 -1.513
H 0.151 -2.264 0.771
H -2.043 -2.071 -0.220
O 0.367 1.456 1.601
C -0.064 1.996 0.370
N 1.117 -0.744 -0.309
C -1.200 -1.542 -0.685
H 2.011 -1.177 -0.128
H 0.580 0.534 1.346
C -0.006 -1.544 -0.032
H -0.876 1.468 -0.104
H -0.455 2.949 0.525
H 1.112 -0.386 -1.268
H 0.736 2.168 -0.353
```

Kohn-Sham gap = 9.8 eV
energy relative to the best compared isomer or geometry (same formula, charge and spin) = 41.1 kcal per mole
SMILES = C=CN.CO
electronic energy = -6793.273 eV
E_HOMO = -8.9 eV

(2)
Computed, not measured: the molecule C3H8N3P, with wB97M-V/def2-TZVPD.

```
15
C3H8N3P (wB97M-V/def2-TZVPD)
H -2.736 -2.010 0.452
C -1.519 -0.422 1.511
N -0.308 0.008 -1.263
C -1.085 -0.632 0.154
N 0.876 1.668 -2.563
H -1.148 -2.614 1.061
H -0.782 -0.370 2.302
C -1.736 -1.750 0.776
H -2.371 0.226 1.681
H 1.387 0.842 -2.855
H 1.401 2.512 -2.745
P 0.245 1.546 -0.996
H 1.828 0.236 0.123
N 1.680 1.226 -0.045
H 1.692 1.725 0.835
```

Kohn-Sham gap (spin up / spin down) = 7.1 / 8.0 eV
energy relative to the best compared isomer or geometry (same formula, charge and spin) = 60.0 kcal per mole
SMILES = NP(N)N=C1CC1
electronic energy = -16995.480 eV
E_HOMO (spin up / spin down) = -8.0 / -8.3 eV

Q: What is the energy relative to the best compared isomer or geometry (same formula, charge and spin) in the second record?
A: 60.0 kcal per mole

Q: Look up the energy relative to the best compared isomer or geometry (same formula, charge and spin) of the first one.
A: 41.1 kcal per mole